C4H5NO | wB97M-V/def2-TZVPD

The geometry in XYZ format:
```
11
Properties=species:S:1:pos:R:3:forces:R:3
N 1.410448 0.104459 0.311614 -0.013 0.479 -1.215
C 1.261886 -1.058502 -0.419051 0.538 -1.892 0.992
C 0.463811 0.982844 -0.294203 -0.584 0.948 1.006
C -0.815885 0.677967 -0.098526 0.363 0.309 -0.007
C -1.011860 -0.736475 0.339426 -0.198 0.401 0.076
O 0.036054 -1.522647 -0.301069 0.173 -0.033 -0.479
H 2.340656 0.508197 0.309556 -0.034 -0.504 -0.369
H 0.875707 1.718884 -0.975798 -0.272 0.551 0.601
H -1.608809 1.392616 -0.235233 -0.305 -0.277 -0.746
H -1.944980 -1.142005 -0.058849 0.104 0.047 0.216
H -0.975374 -0.891792 1.422036 0.228 -0.029 -0.075
```
Forces are in eV/Å.

Summary:
Kohn-Sham gap = 9.25 eV
total charge = 0
HOMO level = -8.37 eV

C16H25N2O7S3Ta | wB97M-V/def2-TZVPD

The geometry in XYZ format:
```
54
Properties=species:S:1:pos:R:3:forces:R:3
Ta -0.062201 0.661682 0.459454 -0.600 0.055 -0.594
C -1.481227 1.206942 -2.586394 0.064 0.046 0.012
C -0.139263 1.894258 -2.520413 -0.129 0.073 -0.081
O 0.759018 1.064044 -1.777039 -0.002 0.034 0.031
C 1.597879 0.171100 -2.542629 -0.035 -0.125 0.063
C 0.910301 -1.183665 -2.663191 -0.052 0.155 0.047
O 0.217789 -1.327328 -1.428656 -0.123 -0.029 -0.083
C -0.298900 -2.609348 -1.118037 0.087 -0.069 -0.079
C -0.757837 -2.489204 0.316562 -0.158 -0.002 0.089
O -1.357766 -1.166014 0.496781 0.122 -0.284 0.335
C -2.732189 -1.056032 0.015521 0.095 0.106 -0.116
C -2.706269 -0.393812 -1.340247 -0.070 -0.104 0.033
O -1.781082 0.700539 -1.268299 -0.042 -0.194 0.331
H -1.435885 0.357328 -3.270134 -0.052 0.004 -0.017
H -2.276891 1.880346 -2.905395 0.020 0.042 -0.013
H -0.200637 2.853806 -2.012802 0.005 -0.007 0.013
H 0.257322 2.082973 -3.517469 -0.034 -0.057 -0.029
H 2.525324 0.084858 -1.984119 0.005 0.026 0.005
H 1.805031 0.622132 -3.510693 0.012 -0.031 -0.022
H 1.641464 -1.984654 -2.788456 0.053 0.043 -0.038
H 0.199084 -1.220943 -3.493368 -0.003 -0.037 -0.005
H 0.475176 -3.375856 -1.205066 -0.021 -0.034 0.033
H -1.119985 -2.863928 -1.794641 0.025 -0.016 -0.042
H 0.074884 -2.525344 1.007599 0.021 -0.013 0.047
H -1.497940 -3.237718 0.592577 0.019 -0.015 -0.024
H -3.269991 -0.436290 0.724398 -0.025 -0.049 -0.009
H -3.165478 -2.053048 -0.022141 -0.045 0.023 -0.056
H -3.696881 -0.017530 -1.601534 -0.024 -0.039 0.010
H -2.369221 -1.087182 -2.111888 -0.016 0.037 -0.058
S 3.612520 -0.577605 3.087878 -0.218 0.069 -0.149
C 2.334190 -0.235294 2.205851 -0.215 0.196 0.088
S 1.961987 -0.671636 0.546891 0.499 0.141 -0.082
S 0.869875 0.657134 2.690973 -0.162 -0.208 0.180
O 2.819697 4.502255 0.026736 0.039 0.010 0.023
C 1.690760 5.204055 0.090866 -0.129 0.006 0.019
C 1.798480 6.594954 0.016461 0.013 -0.043 -0.003
C 0.669822 7.375937 0.077942 0.037 0.024 -0.005
C -0.613795 6.816929 0.209551 -0.033 -0.003 -0.002
C -0.742312 5.460831 0.277382 -0.005 0.026 -0.009
C 0.401030 4.625667 0.220315 0.023 -0.035 -0.026
C 0.234451 3.218765 0.293343 0.484 0.229 0.200
O 1.205261 2.374659 0.277133 0.126 0.209 0.114
O -0.911087 2.612869 0.383249 0.352 -0.137 -0.080
H 2.650400 3.556377 0.151177 0.000 -0.017 -0.018
H 2.784567 7.027018 -0.081456 -0.001 0.003 0.002
H 0.775189 8.451827 0.026488 -0.002 0.000 -0.003
H -1.481254 7.458796 0.257681 -0.004 -0.007 0.001
H -1.716911 5.002758 0.379181 0.000 -0.001 -0.004
N -3.049127 1.485293 1.661051 0.051 0.009 0.043
N -1.786465 0.934936 2.083186 0.126 -0.190 0.087
H -2.843182 2.367927 1.206401 -0.005 0.004 -0.003
H -3.614810 1.670026 2.484930 -0.019 0.033 -0.024
H -1.946365 -0.007900 2.434364 -0.124 0.033 0.002
H -1.419349 1.446108 2.888843 0.071 0.107 -0.135
```
Forces are in eV/Å.

Summary:
Kohn-Sham gap = 6.64 eV
total charge = +2
HOMO level = -14.13 eV

C27H43BrN2OP2Pd | wB97M-V/def2-TZVPD

The geometry in XYZ format:
```
77
Properties=species:S:1:pos:R:3:forces:R:3
C -0.290023 5.142953 -5.589894 -0.185 0.245 -0.214
C -0.513826 3.986652 -6.351682 -0.197 -0.131 0.089
C -0.746197 4.106815 -7.718468 -0.230 0.397 -0.266
C -0.827404 5.394928 -8.267333 0.256 -0.607 0.540
N -0.606901 6.476518 -7.526175 -0.422 0.710 -0.474
C -0.365240 6.386043 -6.224938 0.241 -0.919 0.225
C -0.570643 2.682719 -5.698962 0.432 1.828 0.190
C -0.932510 2.237124 -4.499301 0.059 2.726 0.653
C -1.392485 2.453511 -3.174712 0.450 -0.651 -1.369
C -0.532883 2.894333 -2.143283 0.375 0.174 0.711
C -0.761158 2.442314 -0.853386 -0.174 -0.041 -0.301
C -1.738184 1.445031 -0.728689 -0.913 1.226 0.755
C -2.799394 1.323520 -1.628341 -0.018 0.147 0.032
C -2.641110 1.887852 -2.869649 -0.829 -0.583 0.702
Pd -0.241360 0.812712 -5.613350 0.546 -2.337 -1.103
P 2.232268 -0.990274 -1.510193 -0.731 -0.279 0.872
H -0.912250 3.220781 -8.323030 0.005 0.130 0.034
H -0.062646 5.071899 -4.534036 -0.141 0.019 0.032
H -1.083382 5.534695 -9.323112 0.223 0.060 0.409
H -0.238900 7.310031 -5.649097 0.034 -0.297 -0.379
H -3.420724 1.822999 -3.628309 0.241 0.020 0.215
H 0.291056 3.580300 -2.368556 -0.349 -0.274 0.125
H -3.704993 0.816279 -1.287215 0.265 0.173 -0.278
H -0.251772 2.853491 0.023965 0.106 -0.245 -0.472
C 2.448332 -2.673658 -0.868223 0.000 -0.297 0.090
C 3.459714 -3.556634 -1.598424 0.229 -0.257 -0.169
H 1.459301 -3.160241 -0.891210 0.275 0.297 0.010
H 2.725253 -2.571491 0.194469 -0.148 0.147 -0.290
H 3.652254 -4.430229 -0.964016 0.029 0.173 -0.216
H 3.057179 -3.931680 -2.549045 0.130 0.164 0.234
H 4.421559 -3.064261 -1.789756 -0.217 -0.086 0.071
C 2.318410 -0.893831 -3.311806 -0.185 -0.163 -0.674
C 3.291442 0.120207 -3.936661 0.103 0.309 0.047
H 1.293899 -0.703855 -3.675178 0.249 -0.114 0.214
H 2.597877 -1.899950 -3.663349 -0.216 0.161 0.235
H 3.271130 -0.017918 -5.027295 0.010 0.017 0.341
H 3.001920 1.163302 -3.741762 0.072 -0.342 0.013
H 4.327675 -0.033598 -3.606560 -0.322 0.046 -0.093
C 3.340503 0.187084 -0.708276 0.078 0.459 0.203
C 4.814465 -0.232603 -0.591365 0.313 -0.194 -0.014
H 2.926094 0.366426 0.297163 0.070 -0.091 -0.321
H 3.262913 1.135716 -1.264263 -0.106 -0.273 0.149
H 5.362318 0.570199 -0.076997 -0.196 -0.246 -0.182
H 4.939548 -1.145590 0.010719 -0.072 0.275 -0.249
H 5.297405 -0.380756 -1.569575 -0.214 0.012 0.352
Br 0.170461 -0.513213 -0.737754 1.818 -0.830 -1.262
P -2.449586 -2.451280 -4.096967 -1.374 -1.059 0.331
C -0.728288 -3.081344 -3.918441 0.193 0.232 -0.015
C -0.655942 -4.602240 -4.128229 0.143 0.025 -0.039
H -0.366904 -2.817606 -2.911394 0.124 0.021 -0.233
H -0.115576 -2.552886 -4.664522 0.073 -0.146 0.065
H 0.385206 -4.943417 -4.103378 -0.134 0.001 0.023
H -1.203215 -5.144204 -3.346253 0.065 0.170 -0.192
H -1.076729 -4.892572 -5.097968 0.043 0.106 0.234
C -2.908625 -2.020887 -2.355165 0.062 0.056 0.126
C -4.114195 -2.818499 -1.848120 -0.006 0.038 0.248
H -3.144766 -0.949454 -2.327849 0.145 -0.365 0.019
H -2.027837 -2.168683 -1.713417 -0.270 -0.044 -0.021
H -4.223799 -2.679048 -0.763128 -0.068 -0.104 -0.236
H -5.039778 -2.470695 -2.323599 0.213 -0.161 0.042
H -4.009262 -3.890877 -2.051441 -0.038 0.227 0.070
C -2.395741 -0.791669 -4.831508 0.709 -0.088 -0.177
C -2.671560 -0.839528 -6.331887 0.082 0.303 -0.118
H -1.370610 -0.390451 -4.575394 -0.510 -0.116 0.130
H -3.123193 -0.145898 -4.326633 0.274 -0.259 -0.119
H -2.685599 0.189100 -6.718785 -0.130 -0.310 -0.212
H -1.898456 -1.408975 -6.864443 -0.195 0.057 0.011
H -3.640622 -1.320966 -6.527905 0.311 0.186 0.033
C -0.171742 1.102139 2.115281 1.035 0.506 0.444
C -1.570044 1.154952 1.711816 -2.442 -0.731 -0.371
N -2.502046 1.354392 2.631979 1.254 -0.102 -0.845
O -2.040708 0.807619 0.520658 0.143 0.848 1.654
H 0.028416 1.955289 2.778926 0.134 -0.242 -0.127
H 0.495551 1.129357 1.256870 -0.082 0.030 0.278
H 0.007825 0.177642 2.697143 -0.141 0.317 -0.317
H -3.481634 1.356185 2.378223 0.004 0.014 0.089
H -2.200831 1.533751 3.581939 -0.365 -0.068 0.010
```
Forces are in eV/Å.

Summary:
Kohn-Sham gap (alpha / beta) = 4.17 / 5.82 eV
total charge = +2
HOMO level (alpha / beta) = -10.33 / -12.57 eV
⟨S²⟩ = 2.036
multiplicity = 3

What energy values result from the calculations? In sequence: -285.29248; -2511.95545; -4623.19511 a.u..
What relative energy (zero: lowest compared OMol25 entry of this formula, charge and spin) values result from the calculations? In sequence: 76.6; 11.5; 8.0 kcal per mole.